No. 1
A cluster of 7 separate species, C25H60F3O10P in total. Source: OMol25; level of theory: ωB97M-V with the def2-TZVPD basis set.

The geometry in XYZ format:
```
99
Properties=species:S:1:pos:R:3:mulliken_charge:R:1
C -0.835 -0.436 -6.620 -0.845
O 0.344 -0.528 -5.839 -0.170
C 1.186 -1.581 -6.217 -0.352
C 2.281 -1.102 -7.148 0.352
O 2.699 0.010 -7.220 -0.503
O 2.722 -2.158 -7.920 -0.436
C 4.088 -2.232 -8.265 0.846
O 4.851 -1.730 -7.210 -0.659
P 4.383 -1.243 -9.861 0.155
C 3.905 -2.430 -11.168 -1.057
C 6.210 -1.240 -9.952 -1.157
C 4.353 -3.752 -8.366 0.735
F 4.265 -4.358 -7.179 -0.282
F 3.506 -4.373 -9.195 -0.255
F 5.607 -3.965 -8.828 -0.261
H -1.467 0.324 -6.161 0.244
H -0.603 -0.143 -7.651 0.300
H -1.380 -1.385 -6.624 0.354
H 0.644 -2.385 -6.731 0.352
H 1.653 -2.023 -5.332 0.238
H 5.784 -1.740 -7.461 0.357
H 2.919 -2.816 -10.913 0.282
H 3.809 -1.850 -12.087 0.409
H 4.593 -3.260 -11.332 0.284
H 6.629 -0.795 -9.046 0.355
H 6.472 -0.583 -10.784 0.393
H 6.677 -2.212 -10.130 0.312
C 3.580 0.665 -2.736 -1.368
C 2.163 0.698 -2.186 0.922
C 1.599 -0.699 -1.996 -0.472
O 1.306 1.467 -3.033 -0.574
H 3.593 0.181 -3.718 0.189
H 3.966 1.677 -2.861 0.367
H 4.248 0.114 -2.072 0.389
H 2.156 1.221 -1.228 -0.028
H 1.555 -1.231 -2.952 -0.141
H 0.585 -0.648 -1.602 0.117
H 2.205 -1.282 -1.301 0.346
H 1.284 1.024 -3.890 0.334
C -1.912 2.849 0.476 -1.407
C -0.632 2.103 0.823 1.338
C 0.592 2.998 0.700 -1.555
O -0.490 0.944 0.006 -0.445
H -1.874 3.201 -0.559 0.447
H -2.776 2.192 0.576 0.299
H -2.055 3.715 1.125 0.354
H -0.701 1.719 1.843 -0.399
H 0.700 3.350 -0.330 0.342
H 1.495 2.448 0.963 0.319
H 0.514 3.869 1.354 0.438
H -0.420 1.232 -0.914 0.248
C -0.249 -2.722 0.649 -0.939
C 0.933 -2.877 1.597 0.339
C 0.544 -2.513 3.020 -0.884
O 2.017 -2.059 1.163 -0.579
H -0.595 -1.685 0.644 0.011
H 0.043 -2.979 -0.370 0.268
H -1.080 -3.364 0.946 0.462
H 1.302 -3.903 1.554 0.309
H 0.222 -1.469 3.056 -0.019
H 1.388 -2.625 3.701 0.311
H -0.277 -3.139 3.376 0.390
H 1.703 -1.147 1.198 0.341
C -3.157 -0.118 3.444 -0.876
C -2.035 -0.247 4.463 0.848
C -2.487 0.176 5.849 -1.095
O -0.902 0.524 4.047 -0.576
H -3.489 0.922 3.384 -0.202
H -2.813 -0.423 2.454 0.228
H -4.015 -0.732 3.722 0.489
H -1.687 -1.280 4.483 0.170
H -2.795 1.222 5.839 0.000
H -1.674 0.071 6.569 0.139
H -3.332 -0.419 6.195 0.472
H -1.180 1.446 4.025 0.310
C -4.430 4.135 3.280 -0.827
C -5.279 3.668 4.454 0.377
C -6.072 4.813 5.065 -1.428
O -4.469 3.033 5.444 -0.453
H -3.705 4.883 3.613 0.358
H -3.876 3.300 2.849 -0.117
H -5.046 4.581 2.499 0.408
H -5.967 2.891 4.117 0.281
H -5.393 5.581 5.447 0.370
H -6.677 4.457 5.898 0.334
H -6.730 5.276 4.328 0.380
H -3.843 3.688 5.771 0.307
C -2.055 -1.391 10.887 -1.428
C -1.913 -0.593 9.600 0.518
C -0.802 0.441 9.695 -1.237
O -3.149 0.027 9.251 -0.517
H -2.311 -0.726 11.717 0.359
H -2.850 -2.130 10.793 0.346
H -1.127 -1.907 11.137 0.369
H -1.701 -1.275 8.774 0.298
H -1.023 1.159 10.491 0.350
H -0.714 0.995 8.760 0.298
H 0.158 -0.027 9.915 0.365
H -3.382 0.643 9.953 0.324
```

## Properties
orbital gap: 9.719 eV
maximum force: 0.6 eV/Å
highest occupied orbital energy: -9.0 eV
SMILES string: COCC(=O)O[C@](O)(P(C)C)C(F)(F)F.CC(C)O.CC(C)O.CC(C)O.CC(C)O.CC(C)O.CC(C)O
DFT total energy: -2381.87033 Ha



No. 2
A cluster of 4 separate species, C25H61BN9O5P3 in total at a distorted geometry. Source: OMol25; level of theory: ωB97M-V with the def2-TZVPD basis set.

The geometry in XYZ format:
```
104
Properties=species:S:1:pos:R:3:mulliken_charge:R:1
B -0.859 -2.312 1.143 0.472
O -0.511 -0.955 1.519 -0.242
C -1.602 -0.157 0.976 0.193
O -1.462 0.995 0.502 -0.489
C -3.102 -0.778 0.919 0.327
C -3.878 -0.985 2.271 -0.198
C -5.309 -1.590 2.286 -0.537
C -5.927 -1.941 0.896 -0.305
C -5.193 -1.753 -0.452 -0.368
C -3.755 -1.166 -0.466 -0.253
H -1.318 -3.018 1.992 -0.093
H -0.747 -2.678 0.014 -0.096
H -3.287 -0.693 3.208 0.303
H -5.832 -1.744 3.284 0.350
H -6.982 -2.400 0.926 0.314
H -5.643 -2.026 -1.475 0.304
H -3.150 -1.028 -1.433 0.349
O -4.989 -5.426 -0.352 -0.713
P -4.053 -6.643 -0.255 0.863
N -3.202 -6.241 -1.711 0.123
C -2.587 -7.163 -2.656 -0.831
C -2.306 -5.106 -1.541 -1.165
N -5.355 -7.748 -0.628 0.172
C -5.573 -8.286 -1.963 -1.187
C -6.674 -7.352 -0.109 -1.079
N -2.954 -8.030 -0.047 -0.038
C -3.460 -9.355 0.345 -0.918
C -1.983 -7.661 1.016 -1.053
H -1.696 -7.663 -2.256 0.311
H -2.275 -6.632 -3.561 0.372
H -3.267 -7.928 -3.019 0.177
H -1.393 -5.395 -1.010 0.332
H -2.790 -4.307 -0.970 0.267
H -2.015 -4.671 -2.502 0.402
H -5.721 -7.498 -2.710 0.322
H -6.449 -8.943 -1.980 0.416
H -4.759 -8.940 -2.273 0.286
H -7.149 -6.597 -0.748 0.305
H -6.596 -6.948 0.902 0.318
H -7.348 -8.213 -0.054 0.356
H -4.135 -9.301 1.203 0.349
H -2.632 -10.023 0.609 0.367
H -3.964 -9.863 -0.477 0.244
H -2.484 -7.565 1.985 0.384
H -1.503 -6.702 0.798 0.231
H -1.184 -8.402 1.104 0.384
O 4.846 -0.054 -1.969 -0.798
P 4.003 0.295 -0.729 0.962
N 4.840 1.787 -0.433 0.106
C 5.085 2.415 0.858 -0.677
C 4.485 2.845 -1.381 -1.109
N 4.742 -0.991 0.197 0.190
C 5.834 -0.761 1.131 -1.229
C 5.093 -2.192 -0.578 -1.088
N 2.947 0.667 0.657 0.100
C 2.582 -0.352 1.645 -0.906
C 1.649 1.116 0.108 -1.324
H 4.177 2.816 1.324 0.169
H 5.784 3.251 0.749 0.404
H 5.570 1.758 1.574 0.128
H 3.507 3.280 -1.148 0.250
H 4.448 2.462 -2.406 0.345
H 5.223 3.652 -1.376 0.406
H 6.703 -0.297 0.650 0.332
H 6.159 -1.701 1.590 0.423
H 5.518 -0.159 1.982 0.315
H 6.035 -2.059 -1.123 0.321
H 4.310 -2.440 -1.298 0.329
H 5.206 -3.062 0.077 0.339
H 2.233 -1.275 1.173 0.286
H 1.783 0.013 2.300 0.358
H 3.401 -0.584 2.325 0.279
H 1.141 0.295 -0.407 0.314
H 1.781 1.926 -0.615 0.340
H 0.994 1.498 0.894 0.408
O 1.129 6.898 2.143 -0.781
P 1.871 7.514 0.944 0.941
N 0.741 8.817 0.761 0.064
C 0.361 9.484 -0.477 -0.801
C 0.876 9.846 1.795 -1.091
N 1.409 6.183 -0.089 0.326
C 0.287 6.256 -1.013 -1.239
C 1.322 4.876 0.582 -1.017
N 2.818 8.207 -0.398 0.014
C 3.370 7.355 -1.464 -1.003
C 3.998 8.880 0.204 -1.100
H 1.163 10.101 -0.901 0.293
H -0.495 10.145 -0.308 0.379
H 0.018 8.801 -1.249 0.157
H 1.740 10.492 1.608 0.352
H 0.999 9.398 2.786 0.292
H -0.014 10.480 1.848 0.347
H -0.656 6.488 -0.506 0.323
H 0.162 5.309 -1.550 0.382
H 0.465 6.977 -1.810 0.313
H 0.375 4.766 1.126 0.350
H 2.144 4.739 1.288 0.438
H 1.387 4.058 -0.141 0.022
H 3.898 6.485 -1.065 0.401
H 4.074 7.921 -2.085 0.372
H 2.603 7.022 -2.162 0.227
H 4.673 8.149 0.662 0.377
H 3.697 9.583 0.986 0.294
H 4.555 9.455 -0.541 0.366
```

## Properties
orbital gap: 6.825 eV
maximum force: 8.8 eV/Å
highest occupied orbital energy: -7.9 eV
SMILES string: CN(C)P(=O)(N(C)C)N(C)C.CN(C)P(=O)(N(C)C)N(C)C.CN(C)P(=O)(N(C)C)N(C)C.BOC(=O)c1ccccc1
DFT total energy: -2906.59121 Ha



No. 3
A structure of composition C25H61Cu2N4O11 at a distorted geometry. Source: OMol25; level of theory: ωB97M-V with the def2-TZVPD basis set.

The geometry in XYZ format:
```
103
Properties=species:S:1:pos:R:3:mulliken_charge:R:1
Cu -16.927 -16.500 -9.885 -0.069
Cu -15.823 -19.811 -6.903 0.111
O -18.003 -16.094 -6.020 -0.172
C -17.081 -16.725 -6.735 0.558
O -16.647 -17.834 -6.331 -0.023
O -16.598 -16.153 -7.771 -0.516
H -18.084 -16.693 -5.234 0.022
C -22.992 -17.500 -4.636 -0.758
O -21.801 -17.906 -3.972 -0.365
C -20.704 -17.991 -4.864 -0.353
C -19.485 -18.596 -4.184 -0.650
N -18.670 -17.584 -3.506 -0.214
C -17.500 -18.239 -2.903 -0.672
C -16.711 -17.222 -2.108 -0.669
O -17.487 -16.841 -0.993 -0.354
C -16.790 -16.219 0.063 -0.808
H -22.830 -16.714 -5.378 0.289
H -23.598 -17.001 -3.877 0.273
H -23.545 -18.370 -4.989 0.298
H -20.429 -16.982 -5.188 0.126
H -20.979 -18.615 -5.720 0.469
H -18.869 -18.994 -4.996 0.171
H -19.738 -19.403 -3.490 0.624
H -19.126 -17.265 -2.653 0.312
H -16.877 -18.759 -3.632 0.231
H -17.897 -19.002 -2.222 0.434
H -16.443 -16.346 -2.712 0.193
H -15.759 -17.655 -1.780 0.607
H -17.493 -16.197 0.894 0.278
H -16.437 -15.230 -0.242 0.305
H -15.932 -16.808 0.404 0.333
C -19.196 -14.202 -9.027 -0.987
O -18.730 -15.232 -9.894 0.271
C -19.495 -15.378 -11.104 -0.655
C -18.808 -16.309 -12.117 -0.765
N -17.343 -16.479 -11.983 0.110
C -16.517 -15.351 -12.494 -0.727
C -16.358 -14.133 -11.661 -0.267
O -16.065 -14.593 -10.344 -0.033
C -15.657 -13.602 -9.419 -0.857
H -18.443 -14.044 -8.256 0.230
H -20.101 -14.556 -8.531 0.328
H -19.388 -13.234 -9.492 0.421
H -19.589 -14.361 -11.495 0.478
H -20.521 -15.685 -10.895 0.432
H -19.144 -16.082 -13.129 0.385
H -19.155 -17.326 -11.916 0.344
H -17.147 -17.208 -12.664 0.334
H -16.843 -15.092 -13.504 0.414
H -15.541 -15.840 -12.566 0.337
H -17.278 -13.543 -11.728 0.163
H -15.570 -13.495 -12.062 0.574
H -16.488 -12.936 -9.170 0.307
H -14.817 -13.038 -9.824 0.387
H -15.391 -14.081 -8.478 0.226
C -18.911 -14.213 -2.890 -0.412
O -19.271 -12.860 -3.130 -0.410
C -20.513 -12.603 -3.757 -0.578
C -20.923 -11.158 -3.526 -0.671
N -21.290 -10.894 -2.165 0.099
C -21.493 -9.434 -1.908 -0.566
C -21.339 -9.200 -0.415 -0.626
O -20.013 -9.537 -0.085 -0.359
C -19.759 -9.449 1.331 -0.760
H -19.208 -14.772 -3.784 0.098
H -19.462 -14.573 -2.020 0.356
H -17.836 -14.345 -2.807 0.206
H -21.310 -13.296 -3.473 0.432
H -20.325 -12.765 -4.822 0.377
H -21.791 -11.009 -4.178 0.424
H -20.149 -10.505 -3.942 0.399
H -20.539 -11.177 -1.515 0.388
H -22.451 -9.093 -2.306 0.448
H -20.761 -8.819 -2.441 0.349
H -22.059 -9.789 0.165 0.366
H -21.530 -8.166 -0.113 0.528
H -19.991 -8.495 1.803 0.323
H -18.694 -9.645 1.432 0.250
H -20.289 -10.243 1.860 0.343
C -13.896 -25.840 -7.998 -0.740
O -14.595 -24.607 -8.027 -0.318
C -13.998 -23.602 -8.825 -0.596
C -14.736 -22.264 -8.663 -0.731
N -14.634 -21.735 -7.278 0.156
C -13.294 -21.469 -6.773 -0.595
C -13.319 -20.815 -5.394 -0.748
O -14.098 -19.622 -5.380 -0.089
C -14.001 -18.895 -4.158 -0.853
H -14.425 -26.555 -7.374 0.249
H -12.919 -25.674 -7.535 0.316
H -13.756 -26.260 -8.996 0.305
H -14.090 -23.930 -9.863 0.456
H -12.942 -23.510 -8.556 0.365
H -15.815 -22.370 -8.783 0.319
H -14.402 -21.556 -9.419 0.333
H -15.023 -22.425 -6.639 0.227
H -12.798 -20.804 -7.486 0.414
H -12.663 -22.362 -6.759 0.343
H -12.292 -20.497 -5.198 0.408
H -13.592 -21.611 -4.695 0.387
H -14.488 -19.381 -3.311 0.378
H -14.526 -17.962 -4.355 0.152
H -12.961 -18.686 -3.905 0.394
```

## Properties
orbital gap (alpha / beta): 7.083 / 4.165 eV
maximum force: 4.8 eV/Å
multiplicity: 3
net charge: +3
highest occupied orbital energy (alpha / beta): -15.0 / -15.0 eV
DFT total energy: -5315.65545 Ha



The highest DFT total energy belongs to which entry?
C25H60F3O10P